# C39H66BN3O8

A 3-piece molecular cluster, C39H66BN3O8 overall (ωB97M-V/def2-TZVPD, the Open Molecules 2025 dataset).

Net charge = 0
E_LUMO (alpha / beta) = 0.4 / 0.2 eV
2S+1 = 3
HOMO-LUMO gap (alpha / beta) = 8.52 / 9.35 eV
HOMO level (alpha / beta) = -0.29797 / -0.33473 Ha

Each line ends with the Löwdin charge.
Atoms and positions in Å:
O 3.95162 -3.92777 0.34429  0.206
O -0.83318 -1.59939 0.36073  0.017
O 6.41704 -2.90364 -1.68244  0.130
O -2.20674 -2.98424 -4.12808  -0.026
O -1.83338 0.25274 1.08149  0.106
O -4.99315 3.27467 4.96603  -0.024
O 3.07936 2.03393 -0.82633  0.076
O 3.60922 -2.19754 1.87670  0.189
N -3.47146 -3.00288 -4.39748  -0.077
N 6.67688 -2.23518 0.51174  0.129
N -4.92998 4.02740 3.91638  -0.085
C 5.34266 -0.33314 0.12686  -0.172
C -0.66999 -0.98516 -0.92807  -0.165
C -5.03319 -3.08227 -6.36411  -0.016
C -3.70273 -3.59098 -5.75415  -0.481
C 1.51403 -2.19693 -1.33858  -0.176
C -3.38350 2.70883 2.47179  -0.144
C 7.76670 -0.19181 1.19495  -0.094
C 6.40659 -0.90677 1.10212  -0.228
C 7.10880 2.20876 1.68899  -0.011
C 7.81054 1.05322 2.04199  -0.205
C -4.81921 3.18778 2.67881  -0.488
C -4.17516 -5.09481 -3.23790  -0.134
C 7.10908 3.36940 2.46767  -0.260
C 4.34541 0.68554 0.69171  -0.089
C 0.09523 -1.92310 -1.82194  -0.168
C -2.36776 3.84623 2.53787  -0.166
C -3.93236 5.12240 4.11653  -0.484
C -1.26218 -1.38103 2.67812  0.029
C -2.60966 -3.13496 -6.71440  -0.051
C 2.48108 -1.04505 -1.65902  -0.170
C -3.68544 -3.01613 -1.93885  -0.039
C -4.24760 -3.56821 -3.24388  -0.485
C 7.85974 3.36930 3.65147  -0.045
C 8.57798 1.09245 3.21340  -0.037
C -4.26046 6.34674 3.22537  -0.018
C -2.51281 4.61011 3.85156  -0.142
C 6.29843 4.55930 2.04933  -0.046
C -4.54423 -5.71008 -4.58549  -0.171
C -3.99491 5.63124 5.55248  -0.053
C -5.72634 -3.13230 -3.27955  -0.041
C 4.70149 -1.61679 -0.46087  -0.204
C 8.59405 2.24280 4.00403  -0.073
C -5.75467 1.99020 2.79530  -0.044
C 3.93996 -1.48026 -1.77772  -0.105
C -3.67195 -5.12133 -5.68940  -0.142
C 6.02067 -2.36045 -0.69283  -0.464
C -5.27923 3.95495 1.42214  -0.042
C -1.34295 -0.81716 1.30118  -0.561
C 4.12561 1.78242 -0.30674  -0.261
B 4.03895 -2.59901 0.63605  -0.650
H 9.16294 0.23735 3.51728  0.106
H -3.34924 6.85002 2.90000  0.088
H 4.46690 -0.74258 -2.38387  0.129
H -5.45214 1.30604 3.58558  0.079
H 4.02250 -4.09910 -0.59979  0.109
H -6.22828 4.46371 1.59967  0.092
H 6.71167 5.47692 2.45233  0.076
H -4.86149 7.07141 3.77537  0.080
H 1.89145 -3.15064 -1.69733  0.116
H -5.01036 5.92476 5.82088  0.090
H 3.38569 0.23766 0.91246  0.106
H -6.31952 -3.66451 -4.02010  0.064
H -3.65400 4.88954 6.27235  0.078
H -5.81323 -2.06089 -3.46553  0.094
H 5.01668 2.37542 -0.57837  0.118
H 7.63206 -2.55975 0.54481  0.147
H -4.39734 -6.79099 -4.54330  0.113
H -4.55342 4.68351 1.06697  0.064
H -5.42815 3.25314 0.60212  0.085
H 3.98861 -2.41785 -2.32755  0.123
H -0.22562 0.00300 -0.84660  0.133
H 3.05802 -1.41373 1.85289  0.090
H 0.07240 -1.51518 -2.82877  0.120
H 7.85617 4.25855 4.26364  0.108
H -1.82199 5.45510 3.87662  0.119
H 2.18292 -0.62335 -2.61834  0.119
H -3.13194 1.96621 3.23490  0.123
H 1.45024 -2.28326 -0.25142  0.107
H -4.30939 -3.34814 -1.11003  0.091
H -6.19021 -3.33887 -2.31548  0.086
H 5.95783 0.12688 -0.65358  0.155
H -3.35149 6.50747 5.64095  0.090
H -1.65485 -0.83027 -1.36345  0.114
H -3.30886 2.19754 1.51356  0.107
H -1.08227 -0.55901 3.35862  0.087
H 8.44138 -0.89567 1.67918  0.112
H -2.21041 -1.83293 2.95354  0.093
H 2.34183 -0.25515 -0.93233  0.085
H -5.76568 -2.76419 -5.63076  0.049
H 6.17228 4.61111 0.97401  0.075
H 4.71304 1.14286 1.60897  0.124
H -3.16143 -5.40994 -2.97058  0.127
H -0.47645 -2.12148 2.78458  0.084
H -5.74495 1.43672 1.85713  0.086
H -5.49998 -3.85038 -6.98166  0.090
H -2.64016 -5.44898 -5.52594  0.124
H -5.60314 -5.55479 -4.81102  0.107
H -2.67198 -3.36142 -1.74503  0.068
H -2.52868 -2.04757 -6.72848  0.091
H -2.21706 3.94660 4.67091  0.123
H 8.18031 -0.00109 0.20440  0.134
H 6.04062 -0.99385 2.12333  0.154
H 9.18806 2.26644 4.90579  0.101
H -4.83570 6.10842 2.33770  0.048
H -4.85715 -2.21109 -6.99526  0.081
H -1.63411 -3.54555 -6.46095  0.079
H -2.86552 -3.47114 -7.71970  0.092
H -0.45095 -2.86503 -1.83826  0.102
H 6.55597 2.21409 0.76231  0.087
H -3.68304 -1.92461 -1.94500  0.091
H -4.83565 -5.47582 -2.45620  0.125
H -2.48128 4.52423 1.68684  0.107
H -6.77911 2.31101 2.99228  0.091
H -1.35973 3.43317 2.46515  0.113
H 5.29996 4.45944 2.47792  0.086
H -3.97048 -5.52154 -6.65962  0.121

=====

# C39H66BN6S3SbV

C39H66BN6S3SbV as an isolated structure (ωB97M-V/def2-TZVPD, the Open Molecules 2025 dataset).

Net charge = +2
E_LUMO (alpha / beta) = -6.5 / -5.9 eV
2S+1 = 2
HOMO-LUMO gap (alpha / beta) = 6.58 / 7.11 eV
Energy relative to the best compared isomer or geometry (same formula, charge and spin) = 17.65 kcal/mol
HOMO level (alpha / beta) = -0.48135 / -0.47909 Ha

Each line ends with the Löwdin charge.
Atoms and positions in Å:
Sb -1.68719 3.63136 1.20316  1.625
V -1.50660 0.67431 1.20577  0.015
S 0.25761 1.12042 2.51773  0.739
S -2.38776 0.62978 -0.85838  0.775
S -2.45236 -1.06959 2.26961  0.770
N -0.52332 -3.03634 -0.57490  0.200
N 1.18391 -0.95886 1.12962  0.024
N 0.04904 -0.39182 -1.19962  0.010
N 1.93110 -2.03928 0.85966  0.203
N -0.93461 -2.14427 0.33583  0.007
N 1.20070 -0.71873 -1.79805  0.214
C 1.32350 -0.43961 -3.07624  -0.178
C -1.11369 -4.20494 -0.61174  -0.178
C 2.68561 -4.70247 1.95054  -0.028
C 4.96590 -3.71478 2.23506  -0.050
C 3.18873 0.59987 -4.32603  -0.028
C -0.98517 0.17876 -1.81303  -0.491
C 2.96806 -2.28691 1.62983  -0.167
C 0.36476 -4.58425 -2.60164  -0.053
C 2.57097 -0.30120 2.94292  -0.215
C -0.93269 0.42745 -3.20270  -0.212
C -1.93677 -5.54645 -2.52183  -0.028
C -2.13653 -4.52744 0.31170  0.093
C -1.42582 3.96068 4.26476  -0.114
C -3.26208 5.33840 3.29978  -0.102
C 3.64689 -1.33564 -2.81242  -0.053
C 0.13159 5.95553 0.20070  -0.109
C -2.51592 4.17671 -1.67038  -0.122
C -3.28470 5.97504 -0.12875  -0.089
C 3.66367 -3.63145 1.43932  -0.540
C 0.93194 3.62870 -0.21765  -0.130
C -2.52093 4.00862 3.20467  -0.694
C -0.69631 -5.19098 -1.68904  -0.545
C 2.64103 -0.72502 -3.77661  -0.548
C -1.93776 -2.34961 1.18759  -0.516
C -4.41748 3.75285 -0.08568  -0.116
C -0.14140 -6.45523 -1.01670  -0.022
C -3.68983 -3.88812 2.18443  -0.040
C 1.11343 4.67174 2.06734  -0.116
C -3.48640 2.84278 3.42924  -0.126
C -2.07711 1.00387 -3.98686  -0.028
C 2.38786 -1.70635 -4.93143  -0.022
C -3.07987 4.46743 -0.27953  -0.677
C 0.25355 0.12487 -3.80341  0.084
C 3.34367 -1.38547 2.64745  0.094
C 0.26870 4.55865 0.80122  -0.684
C 2.93109 0.64617 4.04878  -0.029
C -2.57823 -3.61260 1.22102  -0.220
C 1.40376 -0.14776 2.16215  -0.493
C 3.95538 -3.87714 -0.03767  -0.040
B -0.15718 -0.76924 0.31631  -0.603
H -3.58919 5.48956 4.33388  0.099
H 0.17959 -7.15957 -1.78447  0.099
H 3.55281 0.14164 4.78555  0.095
H -2.63123 6.18749 3.03265  0.087
H 5.67462 -2.93574 1.94571  0.098
H -2.36430 6.54374 -0.22997  0.060
H 0.73928 5.45318 2.72617  0.078
H 1.96434 -2.64402 -4.56687  0.082
H 3.34227 1.32597 -3.52526  0.094
H 1.24305 -4.26686 -2.04230  0.065
H 0.35044 3.55333 -1.14066  0.069
H 3.10822 -5.69507 1.78985  0.097
H -4.52055 -3.20045 2.01921  0.094
H -0.02259 -3.71222 -3.13226  0.079
H 1.18289 3.74460 2.63104  0.034
H -4.28684 2.80073 2.69009  0.070
H 3.49857 1.49002 3.65011  0.106
H -4.05222 -4.90686 2.06962  0.094
H -0.38097 5.95909 -0.75966  0.060
H -1.78486 1.95675 -4.42964  0.103
H 4.80422 -3.66227 3.31317  0.089
H 1.73589 -4.63801 1.41542  0.066
H -4.88882 4.01815 0.86070  0.069
H 4.38801 -4.87026 -0.16352  0.099
H -2.38332 -4.65523 -2.96728  0.095
H 0.71965 -6.22851 -0.38563  0.081
H -3.95486 6.30663 -0.92949  0.102
H 4.55019 -1.60789 -3.35892  0.099
H -2.70049 -6.05680 -1.93325  0.085
H -1.90313 4.00876 5.24936  0.100
H 4.66322 -3.14618 -0.43229  0.091
H 4.15190 0.41863 -4.80395  0.099
H -3.35648 -3.74897 3.21379  0.093
H 1.13665 6.35586 0.02905  0.100
H 2.12850 4.96159 1.77338  0.098
H -0.74563 4.80444 4.19673  0.071
H -4.15655 5.35544 2.67928  0.066
H 2.53353 1.04639 -5.07591  0.084
H 0.66965 -5.32858 -3.33759  0.098
H -1.62981 4.77242 -1.89073  0.068
H -3.27504 4.44185 -2.41447  0.102
H -0.84265 3.03886 4.23736  0.041
H -4.33331 2.66549 -0.13994  0.048
H 3.04037 -3.82015 -0.61976  0.052
H 1.08513 2.62328 0.17967  0.043
H -0.37623 6.64681 0.87437  0.086
H -0.89137 -6.95896 -0.40437  0.087
H -5.10158 4.06417 -0.88195  0.100
H -2.96611 1.16519 -3.38423  0.053
H 5.43853 -4.67564 2.03193  0.098
H 0.38389 0.33256 -4.85820  0.139
H 3.24060 -2.23012 -2.34649  0.059
H 1.91511 4.03267 -0.48291  0.098
H -2.27222 3.12532 -1.81379  0.015
H -2.59899 -5.50548 0.27168  0.136
H 3.92058 -0.63844 -2.01893  0.090
H -2.33630 0.32779 -4.80183  0.103
H 2.48957 -4.58817 3.01892  0.094
H -3.75651 6.24323 0.81140  0.063
H 2.05346 1.04734 4.55081  0.066
H 3.33398 -1.93359 -5.42296  0.099
H -3.95469 2.94302 4.41401  0.104
H 1.71757 -1.29715 -5.68907  0.085
H -2.96271 1.87863 3.43178  0.046
H 4.23699 -1.57347 3.22659  0.128
H -1.64846 -6.21844 -3.33067  0.099